# 1
Formula: C74H192CdF7NO28S2
Source: the OMol25 dataset
Level of theory: ωB97M-V with the def2-TZVPD basis set

Atoms and positions in Å:
1 H 3.061 -4.668 0.537
2 H 1.676 4.008 4.796
3 C -3.140 -2.891 -0.798
4 H 5.578 -3.358 -0.507
5 H -2.201 6.846 -2.610
6 H -2.873 6.110 -0.660
7 H 3.261 -3.311 -0.559
8 C 3.537 0.962 -2.306
9 H -1.062 5.777 0.213
10 H 4.337 -5.911 6.091
11 H -7.119 1.542 3.366
12 C -3.608 6.405 2.389
13 H 2.928 -0.792 -1.146
14 H 1.215 -6.613 -0.143
15 H -4.732 -0.009 -0.573
16 H -5.546 1.283 1.663
17 H 0.419 -3.665 3.042
18 O 1.914 4.552 -5.507
19 H -1.893 1.108 8.034
20 C -5.355 0.235 -1.432
21 F 1.979 -0.027 1.161
22 C 0.974 -0.969 -6.146
23 C -0.025 6.107 -0.058
24 H -3.494 -3.136 1.338
25 H 1.508 -0.905 5.557
26 H 4.461 3.321 1.539
27 C -0.104 7.622 -0.138
28 H -4.061 2.573 -3.412
29 C 6.296 3.760 -5.682
30 H -1.699 5.390 3.123
31 H -2.364 2.962 -3.476
32 O -2.914 7.597 1.938
33 H -0.241 1.114 8.416
34 H 5.082 -1.364 0.237
35 C -2.918 0.342 -9.996
36 O 1.573 -0.467 -2.517
37 H -3.533 -0.457 -6.882
38 S -0.501 -0.397 1.675
39 H -6.747 -1.927 -5.330
40 F 0.796 2.375 -1.016
41 O -2.584 1.433 0.471
42 O 5.902 -6.272 3.763
43 H 6.745 -1.124 0.682
44 H 2.734 -0.237 -7.367
45 H -6.022 -1.400 -6.899
46 H -3.236 -1.391 6.297
47 H 2.925 1.654 -1.711
48 H 1.467 -2.535 4.902
49 H 0.040 -7.089 -4.473
50 H -4.691 4.513 -0.383
51 H 1.564 5.265 -4.940
52 C 5.882 1.535 -6.844
53 H -1.254 -3.755 -3.587
54 O -1.755 0.667 -1.799
55 C 1.945 0.114 -6.694
56 H 6.032 -1.700 6.592
57 H 3.295 0.333 6.429
58 H 0.959 -6.241 -5.749
59 C -6.276 2.293 3.390
60 H -1.253 -4.108 6.444
61 C 5.307 2.823 -6.390
62 H 6.860 -8.533 5.161
63 C -3.122 -3.553 6.582
64 C 7.349 -1.636 4.904
65 H -5.213 -3.486 6.226
66 H -0.527 2.457 -5.521
67 H 7.952 -7.565 4.433
68 C -4.231 4.675 -1.365
69 H -1.312 3.664 7.776
70 C -0.613 2.498 6.005
71 C -1.813 -5.169 -5.681
72 H 0.759 -1.631 7.734
73 H -0.424 8.025 0.876
74 C -4.194 0.821 3.338
75 C -3.169 2.566 -4.051
76 H 4.098 4.922 2.157
77 C -0.389 2.554 -0.482
78 O -0.873 -4.617 -3.526
79 F 1.525 -1.303 2.876
80 H 1.281 0.853 -7.180
81 O 0.685 3.223 7.796
82 H 5.468 -0.688 1.922
83 H 5.831 -4.713 0.461
84 H -2.625 -2.296 4.901
85 H 1.482 8.082 -1.627
86 H 5.796 0.230 7.169
87 H 5.247 1.070 -7.559
88 C 6.405 -2.376 5.847
89 H -1.054 -5.943 1.019
90 H -2.441 -4.321 -5.490
91 H -1.648 -2.058 6.381
92 H -4.879 -4.037 -1.222
93 O -4.137 0.234 -9.301
94 C 2.972 3.286 3.126
95 H -2.938 -2.137 -6.576
96 H 5.203 -3.885 5.297
97 H 5.536 1.410 5.929
98 H -3.092 2.401 -10.715
99 H 0.032 -4.283 4.550
100 H -3.574 3.841 -1.582
101 C 2.963 -4.378 -0.498
102 C -2.607 -2.236 5.996
103 H -5.457 5.735 3.028
104 C -1.717 -6.397 3.460
105 O -0.375 0.828 2.356
106 H -4.809 -2.548 0.451
107 H -3.567 -1.443 0.850
108 H -2.300 -0.201 -9.373
109 H -7.166 -0.361 -3.568
110 H 0.808 2.405 -4.456
111 H 2.444 5.317 3.872
112 C 5.231 1.155 6.951
113 H -5.492 2.852 -5.640
114 H 1.455 -0.301 -3.491
115 C -7.589 -0.098 -2.582
116 H -5.308 7.337 -1.917
117 C -4.424 7.221 -1.316
118 O -2.779 6.079 -2.658
119 H -1.126 -7.213 3.140
120 H -1.558 -6.276 4.519
121 H -4.730 0.901 -9.687
122 H -1.506 -3.635 0.095
123 C 1.986 4.311 3.776
124 F 1.439 -2.084 0.886
125 C 1.238 -2.382 7.065
126 H 3.548 3.231 -5.447
127 H 2.776 3.930 1.135
128 H -2.965 1.497 -4.272
129 H 7.096 4.199 -6.307
130 H 6.883 1.693 -7.236
131 O -3.256 4.719 -5.329
132 H -4.395 1.867 -6.679
133 H -4.869 7.110 -0.321
134 H -7.716 0.982 -2.485
135 C 3.721 1.039 7.152
136 C -1.051 1.743 8.396
137 H 4.619 1.128 -2.072
138 H 0.574 -4.250 -2.536
139 C -3.309 -1.227 -6.097
140 C 3.836 -1.533 -2.872
141 O 5.304 -2.956 5.135
142 C 6.243 -6.364 5.081
143 H 0.863 4.157 7.666
144 C -1.175 -5.021 2.902
145 H 6.365 -3.069 2.380
146 H -3.539 0.381 -12.115
147 H -3.311 5.042 -4.388
148 H 3.679 2.823 4.939
149 H -3.389 0.545 2.655
150 H 1.057 -5.896 -3.991
151 F -1.116 3.356 -1.250
152 C 5.761 -1.361 1.102
153 H -3.286 -3.488 7.627
154 H 5.493 1.938 7.633
155 H 4.897 3.367 -7.266
156 C 2.638 -2.556 7.365
157 H 2.394 0.618 -5.863
158 H -0.595 5.208 -6.496
159 O 4.166 2.512 -5.471
160 H -0.029 -1.835 5.336
161 H 2.870 -2.399 8.410
162 H 0.586 -4.000 8.141
163 H 6.297 -3.993 7.245
164 H -4.791 -0.005 -2.351
165 H -3.428 -2.084 -3.809
166 H -0.708 -0.878 -7.415
167 H 6.805 -0.860 4.281
168 H 7.166 -3.641 0.135
169 C -6.644 -0.556 -1.465
170 H -0.587 3.825 -7.730
171 H -1.535 2.127 5.604
172 F -0.209 3.195 0.654
173 Cd -0.059 -1.725 -1.638
174 C 0.053 4.574 -7.079
175 H 3.117 -3.458 7.033
176 H -0.325 -0.981 -4.604
177 H -0.298 3.254 5.310
178 H -4.821 -0.387 -4.953
179 H -1.350 2.171 9.410
180 C -3.547 6.013 -1.491
181 H 4.447 -2.985 2.962
182 O 0.320 -0.326 -5.016
183 C -5.794 -1.942 -5.955
184 C 7.079 -3.430 6.762
185 H 1.938 7.961 0.093
186 H -7.199 -0.377 -0.513
187 C 5.164 -6.632 6.140
188 H 3.430 1.261 -3.350
189 F -1.301 -1.934 -3.420
190 H -1.895 8.354 -0.368
191 H -4.683 3.456 -7.082
192 C 1.216 -1.010 1.645
193 C 0.031 -1.624 -7.131
194 O -1.631 -3.077 -0.688
195 C -3.754 -2.445 0.500
196 H -8.500 -0.699 -2.438
197 C -4.359 -4.095 5.904
198 H -3.446 -4.379 -2.184
199 H -5.981 2.546 4.425
200 H -4.754 -0.048 3.597
201 N -0.625 -0.183 0.069
202 O -1.192 8.042 -1.001
203 O -0.994 -5.038 1.372
204 H 7.825 -7.578 6.138
205 O -4.361 2.928 2.225
206 O 4.403 -3.152 2.061
207 H 6.665 -5.432 5.312
208 H 0.184 5.582 -1.047
209 H -1.928 -4.237 2.937
210 H -0.138 -5.829 -1.006
211 H -3.460 -1.272 -11.431
212 C -5.004 6.744 2.850
213 H 3.158 -1.739 6.895
214 H 4.374 -1.129 -3.708
215 O -4.323 -2.224 -4.121
216 H 3.323 -2.425 -3.188
217 C 6.086 -3.693 0.348
218 C -0.675 2.835 7.470
219 C 0.085 -4.597 3.523
220 C 0.920 3.763 -6.097
221 H -5.649 -2.961 -6.167
222 H 8.162 -1.211 5.503
223 H 5.703 -6.509 7.102
224 H -3.499 -5.071 -0.517
225 H -2.551 6.553 4.234
226 H 1.273 -6.424 -1.888
227 S -1.518 1.051 -0.464
228 O -6.476 -1.966 -1.489
229 C -4.555 2.830 -6.225
230 H -1.370 1.899 -10.552
231 C -3.319 3.263 -5.436
232 H 6.663 3.294 -4.800
233 C 0.971 -5.938 -0.988
234 H -5.007 7.363 3.718
235 O -1.416 -1.362 2.186
236 C 1.493 -4.509 -0.815
237 C -2.702 5.767 3.422
238 H 6.026 0.869 -5.907
239 H 2.243 2.361 7.163
240 H -5.608 1.295 -1.287
241 H 4.092 -0.160 8.976
242 H 0.874 -4.161 0.023
243 H -1.658 -5.299 -6.781
244 H 0.714 5.689 0.611
245 H 4.639 -1.912 -2.280
246 H -3.797 8.169 -1.351
247 H -2.466 -0.872 -5.444
248 H -3.592 2.643 1.733
249 C -3.772 -4.219 -1.174
250 O 3.945 2.743 4.023
251 H 5.661 4.618 -5.449
252 H 0.134 1.688 5.859
253 C -2.410 1.806 -10.086
254 H -2.263 -6.055 -5.234
255 H -4.171 -3.949 4.875
256 C 0.400 -6.122 -4.849
257 H -3.216 -2.172 -1.570
258 H -1.990 7.487 2.027
259 H 1.039 9.433 -0.401
260 O 3.124 2.305 6.813
261 H 2.322 2.448 2.845
262 H -3.643 5.719 1.558
263 H 0.515 -1.922 -8.030
264 H -1.994 -0.443 -11.722
265 H -3.223 4.879 3.855
266 O 1.204 -3.689 -2.030
267 C 3.456 0.770 8.660
268 H -0.309 3.836 -4.474
269 H -2.444 2.941 -6.005
270 H 0.103 -4.112 -5.337
271 O -2.123 -4.561 6.289
272 H 7.628 -2.813 7.540
273 C -4.552 -1.449 -5.273
274 H 7.737 -4.119 6.336
275 H -2.759 -6.538 3.140
276 H 1.551 3.103 -6.757
277 C -5.154 1.761 2.544
278 C -0.506 -4.908 -4.851
279 H -5.070 4.620 -2.061
280 H 0.879 -5.321 3.375
281 H 0.652 5.180 -7.730
282 C 0.203 3.040 -5.070
283 H 3.729 -4.874 -1.106
284 C 3.582 3.947 1.920
285 H -5.589 7.144 2.037
286 C 1.018 -1.889 5.647
287 H -4.488 -5.110 6.246
288 H -0.514 -2.442 -6.834
289 H 1.596 -1.813 -5.791
290 H -3.750 1.372 4.166
291 O 0.581 -3.661 7.264
292 H 7.822 -2.386 4.230
293 C -2.996 -0.274 -11.416
294 H -6.739 3.177 3.026
295 H -6.140 -2.223 -2.409
296 C 2.985 -0.484 -2.162
297 H 2.459 0.536 8.965
298 C 1.181 8.311 -0.580
299 H 4.695 -7.562 5.955
300 C 7.266 -7.498 5.266
301 H -2.330 2.255 -9.097
302 H 5.779 -7.180 3.412
303 H 1.059 4.444 3.230
304 C 5.678 -2.847 1.551
305 H 3.884 1.644 9.175

HOMO level: -9.26 eV
gap between HOMO and LUMO: 9.58 eV

These are the Löwdin partial charges, in e, on atoms 1 to 4:
1. H 0.077
2. H 0.054
3. C -0.383
4. H 0.027

# 2
Formula: C74H57N8O2P2SiV
Source: the OMol25 dataset
Level of theory: ωB97M-V with the def2-TZVPD basis set

Atoms and positions in Å:
1 H -4.231 4.429 0.686
2 C -2.718 -2.398 -5.186
3 H -3.156 3.352 -1.251
4 C 1.986 -0.361 -2.222
5 N -0.100 0.916 3.405
6 C 4.945 1.522 5.097
7 H -3.317 -2.574 -6.069
8 C -3.582 0.282 -1.773
9 C -2.508 -2.561 0.628
10 N -1.018 0.124 0.959
11 C 6.130 0.317 2.824
12 H -4.055 -3.015 2.030
13 C -1.662 1.471 5.004
14 C 4.401 -0.866 -3.539
15 C -0.386 1.746 5.538
16 C -3.265 0.545 0.590
17 H 4.366 5.399 -1.544
18 C -1.214 -1.984 -2.838
19 H -3.256 0.051 -2.771
20 H 0.732 2.455 7.239
21 C -1.097 -4.373 -0.013
22 H -0.960 -0.870 -7.442
23 C -1.409 -3.010 -0.098
24 H 0.496 3.024 0.986
25 C 1.214 3.149 -1.604
26 H 1.133 -4.928 4.212
27 H -2.828 -1.538 0.556
28 H -3.579 2.521 -6.257
29 H -2.959 -4.402 -4.476
30 H -6.509 1.008 -0.196
31 H -0.278 -4.786 -0.580
32 C -1.794 -3.222 -3.123
33 N -2.443 0.764 2.818
34 H 2.607 1.527 -1.843
35 C 4.159 1.114 4.019
36 C 1.095 4.547 -1.546
37 C 2.856 -4.131 -0.252
38 C -4.617 0.799 0.787
39 H 5.284 -0.965 -1.564
40 C 2.480 2.592 -1.752
41 H 1.382 -2.934 0.742
42 C -2.748 3.616 -4.622
43 C 1.726 -3.331 -0.207
44 H 2.000 -4.398 2.764
45 H -3.793 1.516 5.324
46 H -4.395 -0.104 -6.177
47 H -5.590 0.557 -2.447
48 C 2.582 -4.378 -2.623
49 H -3.271 4.522 -4.898
50 C 4.750 0.506 2.893
51 C 3.604 3.402 -1.727
52 C -1.363 -0.997 -3.819
53 N 1.871 1.509 4.694
54 H 3.241 -0.711 -5.339
55 C -3.496 -0.065 -6.795
56 H 0.253 -4.653 2.700
57 N -0.216 0.666 -1.237
58 C -2.586 3.542 -0.350
59 H -1.555 -6.276 0.836
60 H 7.974 0.588 3.871
61 H 3.181 -1.882 4.301
62 N 3.901 -0.269 0.756
63 Si 0.797 -2.478 3.823
64 C 2.922 -0.362 -0.107
65 C -2.671 2.215 7.029
66 H -2.959 4.790 2.776
67 H -4.974 0.978 1.793
68 V 0.705 0.079 1.825
69 C -1.414 1.324 -3.982
70 C -2.204 0.466 1.564
71 H 2.111 6.423 -1.452
72 C 0.570 1.390 4.524
73 H 0.111 4.991 -1.462
74 H 2.921 -4.774 -3.573
75 N 1.580 -0.157 0.097
76 C -0.541 3.342 0.919
77 C 3.482 4.777 -1.602
78 C -5.450 0.813 -0.316
79 C -0.764 -2.339 4.885
80 C 1.069 -4.289 3.326
81 C -3.189 4.141 0.743
82 C -1.313 2.417 -3.103
83 C -0.998 0.042 -6.844
84 C -1.247 3.165 -0.277
85 C -1.268 -0.039 -0.471
86 C -2.525 -3.429 -4.281
87 C -1.831 -5.229 0.792
88 C -4.931 0.557 -1.586
89 H -0.869 -1.323 5.274
90 C 6.310 1.329 5.021
91 P -0.374 2.270 -1.577
92 H -1.861 4.484 -2.877
93 H 1.132 -0.294 -4.214
94 H 6.571 -0.155 1.954
95 N 2.475 0.566 2.541
96 H 5.325 -1.062 -4.070
97 H 2.458 -2.720 5.684
98 O 0.672 -1.608 2.472
99 H 3.405 -4.335 0.659
100 H -1.661 -2.567 4.303
101 P -0.414 -1.826 -1.167
102 C -2.241 0.028 -5.928
103 C 0.916 -0.240 -1.181
104 C 1.446 -3.583 -2.578
105 C -2.130 -1.161 -4.970
106 H 4.484 1.971 5.968
107 C 4.392 -0.811 -2.158
108 H -1.040 0.904 -7.514
109 C -1.449 0.974 3.674
110 C 3.221 -0.670 -4.256
111 C 3.188 -0.551 -1.515
112 C 2.016 -0.427 -3.613
113 C -2.717 0.301 -0.683
114 H 4.168 -5.287 -1.499
115 H -3.426 -5.411 2.219
116 C -2.223 1.313 -5.103
117 H 6.945 1.642 5.842
118 C 3.287 -4.656 -1.462
119 O -0.731 0.201 -3.644
120 C -1.954 3.599 -3.493
121 H -3.561 0.796 -7.461
122 H -0.721 -3.023 5.738
123 C -3.227 -3.411 1.455
124 C -2.477 4.341 1.917
125 H -1.679 -4.026 -2.411
126 H 2.091 -1.016 5.383
127 H -1.322 2.857 8.579
128 H 0.897 -3.384 -3.491
129 C -1.151 3.936 2.006
130 H 4.584 2.947 -1.784
131 C 1.002 -3.054 -1.371
132 H -0.081 0.110 -6.257
133 C -2.911 2.481 -5.409
134 C 2.742 1.121 3.785
135 C -1.398 2.473 7.568
136 C -2.886 -4.749 1.554
137 C 2.218 5.349 -1.533
138 C -2.817 1.719 5.749
139 C 6.900 0.732 3.892
140 H -0.602 4.069 2.930
141 C 2.271 -1.979 4.901
142 C -0.251 2.249 6.832
143 H -3.548 2.410 7.637
144 H -3.462 -0.952 -7.425
145 C 3.680 0.196 1.987

multiplicity: 2
HOMO level (spin up / spin down): -2.00 / -2.18 eV
⟨S²⟩: 0.807
gap between HOMO and LUMO (spin up / spin down): 3.52 / 3.70 eV
net charge: -1

These are the Löwdin partial charges, in e, on atoms 1 to 4:
1. H 0.107
2. C -0.015
3. H 0.102
4. C -0.161

no.,DFT total energy (hartree),molecular weight (g/mol)
1,-6759.1737,1853.861
2,-5359.1184,1231.302